Record 1
# C8H16Cl8F6Mg2N3O12S6

C8H16Cl8F6Mg2N3O12S6 as an isolated structure in a non-equilibrium geometry (ωB97M-V/def2-TZVPD, the OMol25 dataset).

Geometry (Å):
Mg1 -14.34268 -10.77719 5.89063
Mg2 -16.16014 -9.20003 9.66677
N1 -15.44180 -12.00452 6.66835
S1 -16.95493 -11.88572 7.52772
O1 -16.80718 -11.03713 8.71212
O2 -17.90033 -12.98735 7.65954
F1 -17.72751 -10.89954 6.45682
S2 -15.32030 -13.53719 7.05006
O3 -15.92021 -14.50424 6.15526
O4 -15.06996 -13.79897 8.43678
F2 -13.80175 -13.58304 6.42720
N2 -16.77896 -8.26822 8.21527
S3 -15.94375 -7.98041 6.67006
O5 -16.32399 -6.93065 5.71681
O6 -15.34378 -9.21574 6.18354
F3 -14.63734 -7.39859 7.44259
S4 -18.03980 -7.50670 7.63293
O7 -18.81987 -8.16003 6.57572
O8 -17.85625 -6.05028 7.64663
F4 -18.98748 -7.81232 8.90601
N3 -14.53372 -10.00506 10.09194
S5 -13.08336 -10.15053 9.12950
O9 -13.52270 -10.36157 7.74520
O10 -11.79564 -10.63074 9.59476
F5 -12.88594 -8.57939 9.08549
S6 -13.98698 -11.01663 11.16152
O11 -13.24556 -10.48348 12.27257
O12 -13.80574 -12.43221 10.80715
F6 -15.37412 -11.14192 11.89790
Cl1 -18.01097 -9.68765 11.03869
C1 -19.22039 -9.72495 12.34549
C2 -18.89141 -8.72991 13.38496
Cl2 -17.22456 -8.83215 13.98578
H1 -19.08368 -10.71597 12.77825
H2 -20.19974 -9.48769 11.92991
H3 -19.49556 -8.82368 14.28735
H4 -19.00805 -7.74835 12.92558
Cl3 -15.01974 -4.23162 15.85432
C3 -14.62171 -5.39674 14.53286
C4 -14.23733 -6.75180 15.14128
Cl4 -13.86385 -7.95086 13.87252
H5 -13.74410 -4.97099 14.04640
H6 -15.49768 -5.36580 13.88493
H7 -15.05551 -7.31069 15.59551
H8 -13.34794 -6.78680 15.77046
Cl5 -16.12131 -6.93115 11.06280
C5 -17.10947 -5.33808 10.82792
C6 -16.27756 -4.16116 10.42227
Cl6 -15.39611 -3.50496 11.76481
H9 -17.67151 -5.12105 11.73627
H10 -17.90588 -5.51522 10.10511
H11 -16.95178 -3.32703 10.22800
H12 -15.68768 -4.28821 9.51454
Cl7 -18.23420 -13.15140 10.82200
C7 -17.18989 -14.47947 11.43414
C8 -17.78338 -15.89552 11.15322
Cl8 -17.49899 -16.37799 9.50034
H13 -17.12663 -14.34333 12.51376
H14 -16.21111 -14.33687 10.97615
H15 -18.85733 -15.91720 11.33828
H16 -17.27692 -16.65692 11.74642

Summary:
Energy   -8451.2735 a.u.
ΔE to the lowest compared entry with this formula, charge and spin   2.446 eV
Gap between HOMO and LUMO   6.7 eV
Total charge   +1
LUMO   -5.75 eV

Record 2
# C8H16ClFN3O

An isolated ion of composition C8H16ClFN3O and charge +1 in a non-equilibrium geometry (ωB97M-V/def2-TZVPD, the OMol25 dataset).

Geometry (Å):
C1 -2.68680 -2.43079 -1.10831
C2 -1.13519 -2.41300 -1.19949
C3 -0.58447 -3.73749 -0.92489
C4 -0.51606 -1.35786 -0.28366
N1 -0.24726 -0.20539 -0.71661
C5 0.21700 0.84154 0.16697
N2 0.94774 1.81682 -0.64745
C6 1.27408 3.05180 0.12744
O1 -0.37351 3.55096 0.32746
Cl1 -1.11534 3.80604 -1.15256
N3 1.83766 2.76299 1.37361
C7 1.59115 1.58271 2.17330
C8 1.16760 0.40703 1.34811
F1 2.25276 -0.14262 0.73799
H1 -3.00521 -2.61267 -2.10898
H2 -3.06631 -3.18672 -0.44675
H3 -3.14606 -1.36468 -0.89086
H4 -0.85774 -2.12714 -2.28385
H5 -0.79968 -4.48546 -1.58263
H6 0.48507 -3.52754 -0.96924
H7 -0.84457 -3.98425 0.11334
H8 -0.55114 -1.52082 0.84196
H9 -0.61174 1.49924 0.54785
H10 1.69412 1.35503 -1.17146
H11 0.21185 2.12710 -1.35710
H12 1.72084 3.92865 -0.30818
H13 1.98428 3.64417 1.87430
H14 0.73392 1.81041 2.76025
H15 2.45936 1.31648 2.64808
H16 0.96367 -0.40453 2.11137

Summary:
Energy   -1113.6060 a.u.
SMILES   CC(C)/C=N/[C@@H]1[NH2+][C@@H](OCl)NC[C@@H]1F
ΔE to the lowest compared entry with this formula, charge and spin   0.000 eV
Gap between HOMO and LUMO   10.4 eV
Total charge   +1
LUMO   -3.35 eV

Record 3
# C8H16ClIO20S4Ti

C8H16ClIO20S4Ti as an isolated structure in a non-equilibrium geometry (ωB97M-V/def2-TZVPD, the OMol25 dataset).

Geometry (Å):
Ti1 0.74330 0.31089 1.16377
I1 3.46766 1.42483 1.01234
Cl1 -0.61846 0.48299 4.22936
O1 -0.29208 -0.66756 3.38779
O2 -2.03084 0.60024 4.51194
O3 0.15931 0.36575 5.43816
O4 -0.19324 1.63310 3.46955
C1 1.10662 4.35157 -2.04232
C2 1.90604 3.52256 -3.03471
O5 1.00413 2.53236 -3.50428
S1 -0.18053 2.22032 -2.42165
O6 0.32053 1.33458 -1.40687
O7 -1.39675 1.92781 -3.10111
O8 -0.15548 3.74210 -1.83740
H1 0.95652 5.36319 -2.42686
H2 1.59330 4.48243 -1.07460
H3 2.71392 2.96485 -2.55303
H4 2.30022 4.12994 -3.84574
C3 -2.53970 -3.52636 -1.82217
C4 -1.52776 -4.19617 -0.84653
O9 -0.28264 -3.60350 -1.15722
S2 -0.46377 -2.07675 -1.66851
O10 0.45217 -1.74025 -2.70044
O11 -0.59410 -1.24709 -0.51152
O12 -1.91995 -2.35477 -2.34407
H5 -3.51980 -3.23896 -1.44374
H6 -2.74468 -4.17379 -2.67880
H7 -1.50885 -5.27228 -0.97621
H8 -1.77125 -3.92869 0.18257
C5 -3.61668 3.16008 3.10927
C6 -2.30242 4.00955 3.20453
O13 -1.88961 4.24467 1.88180
S3 -2.47261 3.07427 0.85481
O14 -1.50356 2.07075 0.59144
O15 -3.18586 3.68547 -0.24264
O16 -3.50133 2.43950 1.90648
H9 -4.43861 3.87670 3.14431
H10 -3.62347 2.40427 3.89095
H11 -1.57064 3.42752 3.77193
H12 -2.49240 4.92305 3.76552
C7 3.30331 -3.98015 -1.66439
C8 3.40760 -4.99516 -0.48837
O17 2.84210 -4.36116 0.64263
S4 2.93860 -2.73564 0.46343
O18 4.27145 -2.36380 0.81197
O19 1.76892 -2.11039 1.01630
O20 2.80039 -2.75827 -1.15434
H13 2.68137 -4.44175 -2.42880
H14 4.28074 -3.77313 -2.09818
H15 4.44681 -5.24458 -0.26433
H16 2.87207 -5.91511 -0.71205

Summary:
Energy   -5019.0085 a.u.
Gap between HOMO and LUMO (spin up / spin down)   2.8 / 6.3 eV
Spin multiplicity   4
Total charge   -1
Expectation value of S²   3.75
LUMO (spin up / spin down)   1.86 / 1.86 eV

Record 4
# C8H16F3O3S

A 2-piece molecular cluster, C8H16F3O3S overall in a non-equilibrium geometry (ωB97M-V/def2-TZVPD, the OMol25 dataset).

Geometry (Å):
F1 2.86561 -0.95782 1.35681
C1 2.16516 -0.47789 0.22969
F2 3.01405 -0.55288 -0.86932
F3 1.10073 -1.35211 0.03552
C2 1.73625 1.02241 0.53216
O1 1.26644 1.74003 -0.61457
C3 -0.14402 1.55784 -0.83040
C4 -0.99764 2.37376 0.23914
S1 -2.73597 2.78468 -0.36513
C5 -3.95564 1.95816 0.71327
C6 -3.90438 0.27118 0.51730
C7 -3.38886 -0.23922 -0.97348
O2 -2.54830 -0.32998 0.37475
H1 1.02198 0.98890 1.40878
H2 2.67408 1.56433 0.89658
H3 -0.37096 0.44969 -0.85240
H4 -0.35451 1.97588 -1.87501
H5 -1.15111 1.76458 1.19418
H6 -0.48904 3.35463 0.49302
H7 -2.75833 2.29011 -1.67759
H8 -5.03566 2.25298 0.56933
H9 -3.66214 2.12561 1.79547
H10 -4.75878 -0.35639 1.03227
H11 -2.48210 0.21667 -1.45592
H12 -3.74936 -1.25904 -1.32830
C8 4.44846 -4.22041 -0.18158
O3 4.88874 -3.03320 0.46237
H13 5.11634 -5.03611 0.09303
H14 3.43201 -4.46221 0.14110
H15 4.47196 -4.08454 -1.26611
H16 4.28500 -2.32965 0.20503

Summary:
Energy   -1237.4630 a.u.
Gap between HOMO and LUMO   7.9 eV
Total charge   +1
LUMO   -3.85 eV

Record 5
# C8H16InO7S

C8H16InO7S as an isolated structure in a non-equilibrium geometry (ωB97M-V/def2-TZVPD, the OMol25 dataset).

Geometry (Å):
C1 3.81042 -0.86374 -0.60867
C2 3.53972 0.59972 -1.12981
O1 3.12116 1.50898 -0.16335
C3 2.11102 1.08995 0.70533
C4 0.79500 0.62449 -0.03306
C5 -0.35157 0.40295 1.00413
O2 0.09966 -0.55300 2.01302
S1 -0.85313 -1.87050 1.70571
O3 -1.20974 -2.75734 2.79518
O4 -0.11520 -2.60078 0.64112
O5 -2.21720 -1.06082 1.23820
C6 -1.75490 0.04522 0.35998
C7 -1.83272 -0.60824 -1.07855
C8 -2.90634 1.14461 0.58605
O6 -3.06638 1.99563 -0.53503
O7 -4.37227 1.96583 -0.96521
H1 2.88316 -1.41536 -0.39186
H2 4.45445 -0.80289 0.29234
H3 4.34800 -1.39590 -1.40703
H4 2.85603 0.54316 -2.02712
H5 4.49500 1.00800 -1.51590
H6 2.45883 0.33442 1.45854
H7 1.84575 1.98504 1.29494
H8 0.91824 -0.29088 -0.63595
H9 0.42829 1.39006 -0.74758
H10 -0.49692 1.31754 1.60432
H11 -1.80777 -1.76563 -1.06521
H12 -2.82890 -0.36242 -1.48479
H13 -1.08353 -0.24145 -1.79183
H14 -3.83973 0.57080 0.71577
H15 -2.68518 1.71459 1.50488
H16 -4.41282 1.55673 -1.85251
In1 -2.33044 -3.20878 -0.48607

Summary:
Energy   -1427.8011 a.u.
Gap between HOMO and LUMO   2.4 eV
Total charge   +3
LUMO   -17.84 eV

Record 6
# C8H16N

An isolated ion of composition C8H16N and charge +1 in a non-equilibrium geometry (ωB97M-V/def2-TZVPD, the OMol25 dataset).

Geometry (Å):
C1 -1.20394 1.37626 -1.46247
C2 -0.84193 0.31408 -0.41389
C3 -1.54156 -0.99003 -0.68559
C4 -0.83898 0.55501 1.13022
C5 0.67964 0.18611 1.18620
C6 1.22997 -0.71542 2.18038
C7 1.35553 1.18799 0.29262
N1 0.63208 0.06151 -0.33632
C8 1.20256 -1.01394 -1.20624
H1 -0.43475 1.34176 -2.24699
H2 -1.32868 2.38885 -0.97285
H3 -2.20213 1.15002 -1.87746
H4 -1.42122 -1.38797 -1.67965
H5 -2.58485 -0.72647 -0.66200
H6 -1.31704 -1.76254 0.03620
H7 -1.38777 -0.24375 1.53506
H8 -1.12609 1.46628 1.59914
H9 1.97924 -0.14612 2.67652
H10 1.41156 -1.61041 1.74958
H11 0.51302 -0.94501 2.95171
H12 1.03460 2.10755 -0.05302
H13 2.45683 1.11045 0.17546
H14 0.71305 -0.73212 -2.13549
H15 2.26814 -1.17209 -1.07920
H16 0.75273 -1.79999 -0.70192

Summary:
Energy   -368.8469 a.u.
SMILES   CC1(C)C[C@]2(C)C[N@+]12C
ΔE to the lowest compared entry with this formula, charge and spin   2.440 eV
Gap between HOMO and LUMO   12.8 eV
Total charge   +1
LUMO   -2.52 eV

Repeat the fifth record exactly.
# C8H16InO7S

C8H16InO7S as an isolated structure in a non-equilibrium geometry (ωB97M-V/def2-TZVPD, the OMol25 dataset).

Geometry (Å):
C1 3.81042 -0.86374 -0.60867
C2 3.53972 0.59972 -1.12981
O1 3.12116 1.50898 -0.16335
C3 2.11102 1.08995 0.70533
C4 0.79500 0.62449 -0.03306
C5 -0.35157 0.40295 1.00413
O2 0.09966 -0.55300 2.01302
S1 -0.85313 -1.87050 1.70571
O3 -1.20974 -2.75734 2.79518
O4 -0.11520 -2.60078 0.64112
O5 -2.21720 -1.06082 1.23820
C6 -1.75490 0.04522 0.35998
C7 -1.83272 -0.60824 -1.07855
C8 -2.90634 1.14461 0.58605
O6 -3.06638 1.99563 -0.53503
O7 -4.37227 1.96583 -0.96521
H1 2.88316 -1.41536 -0.39186
H2 4.45445 -0.80289 0.29234
H3 4.34800 -1.39590 -1.40703
H4 2.85603 0.54316 -2.02712
H5 4.49500 1.00800 -1.51590
H6 2.45883 0.33442 1.45854
H7 1.84575 1.98504 1.29494
H8 0.91824 -0.29088 -0.63595
H9 0.42829 1.39006 -0.74758
H10 -0.49692 1.31754 1.60432
H11 -1.80777 -1.76563 -1.06521
H12 -2.82890 -0.36242 -1.48479
H13 -1.08353 -0.24145 -1.79183
H14 -3.83973 0.57080 0.71577
H15 -2.68518 1.71459 1.50488
H16 -4.41282 1.55673 -1.85251
In1 -2.33044 -3.20878 -0.48607

Summary:
Energy   -1427.8011 a.u.
Gap between HOMO and LUMO   2.4 eV
Total charge   +3
LUMO   -17.84 eV